(1)
Here is a structure of composition Cl3Li3 at a distorted geometry from OMol25. Energies are from wB97M-V/def2-TZVPD.

Element x y z (Å)
Li (-17.224310, -18.137270, 24.278530)
Li (-19.949250, -17.345740, 26.326130)
Li (-18.332660, -15.550680, 25.040810)
Cl (-19.147240, -15.264060, 27.584920)
Cl (-15.831230, -16.302560, 24.904000)
Cl (-19.604370, -17.149830, 23.990720)

Atoms 1-3, force components in eV/Å:
Li 0.1428 0.4361 -0.2927
Li -0.3539 0.0538 -0.1605
Li 0.6083 0.4455 -0.3142

Results
Multiplicity: 2
Kohn-Sham gap (alpha / beta): 10.42 / 3.79 eV
LUMO level (alpha / beta): -0.166 / -0.364 Eh
Electronic energy: -1403.07786 Eh
HOMO level (alpha / beta): -14.93 / -13.69 eV
Charge: +1

---

(2)
Here is a structure of composition C15H21Br2GaNO3 at a distorted geometry from OMol25. Energies are from wB97M-V/def2-TZVPD.

Element x y z (Å)
C (-3.598310, -3.067525, -1.150611)
O (-2.239726, -3.237013, -1.634012)
C (-1.343862, -2.652529, -0.659055)
C (0.193648, -2.828296, -1.104876)
C (0.787385, -1.428259, -1.636224)
C (2.043773, -0.862356, -0.806915)
Ga (1.661679, 0.899208, 0.220332)
C (2.916086, 0.905560, 1.898877)
C (2.262950, 1.945569, 2.937814)
O (2.401815, 3.194391, 2.845474)
O (1.427048, 1.508401, 4.031363)
C (2.138108, 2.577506, -0.877974)
Br (3.671583, 3.712249, -0.237534)
C (1.505473, 3.023593, -2.056827)
C (0.270993, 2.178295, -2.641793)
Br (2.027870, 4.634231, -3.106636)
C (-0.259524, 0.851513, 0.952226)
C (-0.685562, -0.405332, 1.774934)
C (-2.139331, -0.446563, 2.278248)
N (-3.152051, 0.535642, 2.102952)
C (-2.728194, 1.681385, 1.376236)
C (-1.348365, 1.946838, 0.747002)
H (-4.310508, -2.914211, -2.032435)
H (-3.715429, -2.165978, -0.458557)
H (-3.925009, -3.985063, -0.531493)
H (-1.656631, -1.552702, -0.538620)
H (-1.430482, -3.123347, 0.388913)
H (0.872708, -3.209261, -0.273992)
H (0.174551, -3.549278, -2.004976)
H (1.156464, -1.605082, -2.713329)
H (-0.089491, -0.693992, -1.722374)
H (2.887818, -0.649706, -1.566932)
H (2.416423, -1.650195, -0.069453)
H (2.886338, -0.118058, 2.412731)
H (3.983592, 1.200342, 1.625901)
H (1.901567, 0.749637, 4.431924)
H (0.016133, 2.521702, -3.708255)
H (0.652361, 1.101911, -2.750216)
H (-0.652815, 2.227613, -1.959401)
H (0.045769, -1.260304, 1.949463)
H (-2.443731, -1.394702, 2.854344)
H (-3.509727, 2.516007, 1.245398)
H (-1.073390, 2.888157, 0.168357)

Atoms 1-3, force components in eV/Å:
C -0.6222 -0.2147 0.2246
O -0.7073 0.5904 1.4048
C 1.0440 0.2089 0.8670

Results
Multiplicity: 1
Kohn-Sham gap: 8.32 eV
LUMO level: 0.100 Eh
Electronic energy: -7937.31729 Eh
HOMO level: -5.59 eV
Charge: -1
Relative energy (zero: lowest compared OMol25 entry of this formula, charge and spin): 0.000 eV

---

(3)
Here is a cluster of 4 separate species, C27H33FN5O9 in total at a distorted geometry from OMol25. Energies are from wB97M-V/def2-TZVPD.

Element x y z (Å)
C (-4.262478, 0.254885, 3.078504)
C (-3.314355, -1.016519, 3.290714)
F (-3.337094, -1.328187, 4.714745)
N (-1.940075, -0.891864, 2.747577)
C (-1.148346, 0.192069, 3.397717)
C (0.273834, 0.372835, 2.672475)
N (0.668984, -0.752537, 1.765952)
C (1.994116, -0.457323, 1.071869)
C (1.919747, 0.767662, 0.044279)
O (2.318087, 2.052717, 0.603371)
C (3.447768, 2.570004, -0.114081)
O (3.328920, 3.555930, -0.880646)
C (-0.399319, -1.219442, 0.818656)
C (-1.902187, -0.839255, 1.266142)
O (-2.204880, 0.461833, 0.693821)
H (-3.805233, 1.242423, 3.414001)
H (-5.281446, 0.030495, 3.572943)
H (-4.475280, 0.362021, 1.945595)
H (-3.816615, -1.907371, 2.757584)
H (-1.653590, 1.215201, 3.420037)
H (-0.963697, -0.144120, 4.484126)
H (1.066392, 0.397993, 3.515339)
H (0.311692, 1.407771, 2.188256)
H (0.883548, -1.565241, 2.387150)
H (2.415452, -1.424822, 0.599566)
H (2.776635, -0.159188, 1.870477)
H (0.895943, 0.914212, -0.453574)
H (2.651683, 0.549138, -0.826330)
H (4.513992, 2.140564, 0.007002)
H (-0.252397, -0.908719, -0.269512)
H (-0.354267, -2.376265, 0.829109)
H (-2.672865, -1.571947, 0.812046)
H (-1.388128, 0.843305, 0.290100)
C (-4.178587, 1.535287, -3.551779)
C (-3.834986, 0.955453, -2.333934)
C (-2.756559, 0.081837, -2.258566)
C (-2.023437, -0.202627, -3.410643)
C (-2.368226, 0.369200, -4.635535)
C (-3.450534, 1.240486, -4.700393)
N (-0.871117, -1.102210, -3.326206)
O (-0.610654, -1.598306, -2.230961)
O (-0.230609, -1.304983, -4.342837)
H (-5.018046, 2.221853, -3.605589)
H (-4.407264, 1.188040, -1.441781)
H (-2.500102, -0.362044, -1.303729)
H (-1.808577, 0.151713, -5.538751)
H (-3.724758, 1.693563, -5.646998)
C (2.972449, 4.768930, -3.929750)
C (2.905280, 5.403111, -5.168470)
C (1.917033, 5.045998, -6.082053)
C (0.998539, 4.055627, -5.739579)
C (1.066220, 3.414515, -4.506475)
C (2.057027, 3.772992, -3.602078)
N (-0.060788, 3.685466, -6.678377)
O (-0.086931, 4.243863, -7.764043)
O (-0.862203, 2.835940, -6.312561)
H (3.741225, 5.052499, -3.217268)
H (3.622008, 6.177554, -5.420718)
H (1.875133, 5.546230, -7.043294)
H (0.357691, 2.638620, -4.236766)
H (2.114773, 3.278935, -2.640213)
C (1.287101, -5.495878, 6.239825)
C (1.461237, -6.341188, 5.147574)
C (2.022982, -5.854345, 3.972338)
C (2.411690, -4.517098, 3.903542)
C (2.232959, -3.663478, 4.991828)
C (1.667758, -4.158981, 6.161693)
N (3.026603, -4.006295, 2.676802)
O (3.150390, -4.775818, 1.738861)
O (3.387352, -2.831156, 2.660895)
H (0.853336, -5.881274, 7.157487)
H (1.161360, -7.381615, 5.214094)
H (2.153243, -6.523406, 3.128801)
H (2.528476, -2.620762, 4.945237)
H (1.526972, -3.504507, 7.015356)

Atoms 1-3, force components in eV/Å:
C -0.3306 -0.5053 -0.6625
C -1.9671 0.1483 -0.0870
F 0.8003 0.5120 -2.4395

Results
Multiplicity: 1
Kohn-Sham gap: 8.25 eV
LUMO level: -0.126 Eh
Electronic energy: -2098.84373 Eh
HOMO level: -11.68 eV
Charge: +1

---

(4)
Here is the molecule C20H22ClN3O5S at a distorted geometry from OMol25. Energies are from wB97M-V/def2-TZVPD.

Element x y z (Å)
O (2.014020, 1.513930, 3.347068)
C (0.986704, 1.211158, 2.767025)
N (0.096740, 0.288360, 3.152410)
H (-0.583541, 0.012768, 2.453764)
C (0.364260, -0.642014, 4.229792)
H (0.488660, -0.075731, 5.157426)
H (-0.506218, -1.291646, 4.319894)
C (1.637894, -1.472030, 3.975656)
C (1.702316, -1.936708, 2.547481)
C (2.598324, -1.350747, 1.664050)
C (2.637399, -1.739407, 0.336785)
C (1.779887, -2.722069, -0.123067)
C (0.882196, -3.311398, 0.749632)
C (0.842559, -2.919534, 2.074310)
H (0.138973, -3.382749, 2.751254)
H (0.206241, -4.070980, 0.389089)
H (1.805911, -3.032068, -1.156479)
H (3.349294, -1.280293, -0.335928)
H (3.276311, -0.590703, 2.027939)
H (2.506021, -0.849305, 4.191866)
H (1.638630, -2.322910, 4.659467)
C (0.574030, 1.866733, 1.446760)
O (-0.551549, 2.274590, 1.228672)
N (1.600414, 1.909129, 0.577433)
H (2.480425, 1.538466, 0.901253)
C (1.480390, 2.294515, -0.809662)
H (2.392593, 2.012747, -1.335338)
H (1.327545, 3.375448, -0.901756)
C (0.257973, 1.594343, -1.441400)
N (0.392782, 0.158731, -1.358227)
S (-0.963549, -0.675365, -0.809040)
O (-0.929742, -1.975355, -1.409442)
O (-0.950867, -0.592884, 0.622124)
C (-2.392633, 0.211572, -1.422674)
C (-2.852550, -0.085707, -2.691021)
C (-3.938328, 0.602982, -3.201528)
C (-4.541702, 1.583807, -2.424883)
C (-4.080329, 1.877186, -1.148320)
C (-2.994860, 1.182405, -0.643139)
H (-2.606066, 1.390438, 0.342030)
H (-4.562379, 2.641783, -0.560446)
Cl (-5.889216, 2.447469, -3.056999)
H (-4.316166, 0.386523, -4.188155)
H (-2.368084, -0.865284, -3.256940)
C (0.975493, -0.273530, -2.614119)
H (2.036413, -0.488731, -2.466352)
C (0.767370, 0.922706, -3.566706)
H (0.138917, 0.681049, -4.426348)
O (0.083588, 1.900701, -2.802845)
H (1.724372, 1.320778, -3.923923)
H (0.473331, -1.185041, -2.935515)
H (-0.630195, 1.931874, -0.902926)

Atoms 1-3, force components in eV/Å:
O 0.2270 0.0026 0.0483
C -0.4825 -0.0770 0.0167
N -0.2248 -0.0503 -0.0004

Results
Multiplicity: 1
Kohn-Sham gap: 9.33 eV
LUMO level: 0.012 Eh
Electronic energy: -2174.20748 Eh
HOMO level: -9.00 eV
Relative energy (zero: lowest compared OMol25 entry of this formula, charge and spin): 0.000 eV